Record 1
{
  "formula": "C4H4HgO2",
  "method": "ωB97M-V/def2-TZVPD",
  "symbols": ["H", "O", "C", "C", "C", "C", "O", "H", "H", "H", "Hg"],
  "xyz": [[1.2737, 1.2414, -0.0686], [2.7466, -0.1533, 0.5875], [1.4916, 0.1348, 0.0686], [0.4760, -0.7401, 0.2039], [-0.8600, -0.6015, -0.3543], [-2.0141, -0.5407, 0.3969], [-2.8704, 0.4451, 0.1146], [3.3805, -0.2229, -0.1288], [0.5861, -1.4960, 0.9945], [-0.9155, -0.2457, -1.4038], [-3.2945, 2.1789, -0.4106]],
  "gap_ev": [3.61, 3.61],
  "e_homo_ev": [2.2, 2.2],
  "total_charge": -2,
  "lumo_ha": [0.21212, 0.21212]
}

***

Record 2
{
  "formula": "C10H20O11SeTc",
  "method": "ωB97M-V/def2-TZVPD",
  "symbols": ["Tc", "C", "C", "O", "C", "C", "O", "C", "C", "O", "C", "C", "O", "C", "C", "O", "H", "H", "H", "H", "H", "H", "H", "H", "H", "H", "H", "H", "H", "H", "H", "H", "H", "H", "H", "H", "O", "Se", "O", "O", "O", "O", "O"],
  "xyz": [[-0.1513, 0.1190, 0.1142], [-1.6000, -2.8458, -0.7831], [-0.1332, -3.0698, -0.5682], [0.5605, -1.8259, -0.2131], [1.6766, -2.0839, 0.7085], [2.5731, -0.8726, 0.7559], [1.7341, 0.3313, 0.8167], [1.7740, 1.2492, 1.9338], [1.1157, 2.5165, 1.3931], [-0.0956, 2.1806, 0.6505], [-0.3481, 3.0540, -0.4844], [0.4672, 2.5588, -1.6661], [0.3030, 1.1192, -1.7975], [-0.8700, 0.6256, -2.5121], [-2.5931, -0.9055, -1.7569], [-1.8191, -2.0110, -1.9273], [-2.0631, -2.4106, 0.1050], [-2.0597, -3.8164, -0.9753], [0.3525, -3.4609, -1.4616], [-0.0069, -3.7637, 0.2636], [2.2465, -2.9322, 0.3277], [1.2496, -2.3159, 1.6838], [3.1771, -0.7550, -0.1415], [3.2097, -0.9139, 1.6379], [2.8175, 1.4558, 2.1928], [1.2358, 0.9389, 3.8104], [1.8162, 3.0241, 0.7291], [0.8399, 3.1789, 2.2131], [-0.0955, 4.0823, -0.2265], [-1.4215, 2.9897, -0.6535], [1.5368, 2.6989, -1.5251], [0.1776, 3.0434, -2.5955], [-0.5220, -0.2521, -3.0533], [-2.0929, 2.0579, -2.9262], [-3.0942, -0.6633, -2.6918], [-3.2891, -0.9599, -0.9216], [-1.3707, -0.2395, 1.2867], [-1.5378, -1.1836, 3.0709], [-0.3704, -2.2927, 2.9169], [1.0779, 0.6004, 2.9179], [-1.2463, -0.0224, 4.1356], [-1.7363, 0.2677, -1.4262], [-1.4242, 1.5046, -3.3572]],
  "gap_ev": [6.57, 7.07],
  "e_homo_ev": [-15.5, -15.5],
  "total_charge": 2,
  "lumo_ha": [-0.32743, -0.31015],
  "multiplicity": 2
}

***

Record 3
{
  "formula": "C6H10O",
  "method": "ωB97M-V/def2-TZVPD",
  "symbols": ["O", "C", "C", "C", "C", "C", "C", "H", "H", "H", "H", "H", "H", "H", "H", "H", "H"],
  "xyz": [[1.7854, -0.8705, 1.1448], [1.7212, -0.7023, -0.0494], [0.4897, -0.2024, -0.7883], [0.6041, 1.3131, -0.8658], [-0.4402, 1.9230, -0.3099], [-1.5037, 0.9573, 0.1514], [-0.8528, -0.4357, -0.0540], [2.6214, -0.8512, -0.6893], [0.5052, -0.6475, -1.7932], [1.4666, 1.8053, -1.3111], [-0.5518, 3.0025, -0.2241], [-2.4102, 1.0761, -0.4600], [-1.8107, 1.1300, 1.1919], [-0.6577, -0.9176, 0.9074], [-1.4980, -1.1011, -0.6375], [0.4930, -2.5595, 1.8939], [0.0221, -3.1355, 1.8795]],
  "gap_ev": 10.40,
  "e_homo_ev": -9.3,
  "smiles": "O=C[C@@H]1C=CCC1.[H][H]",
  "lumo_ha": 0.03934
}

***

Record 4
{
  "formula": "C4H10NO",
  "method": "ωB97M-V/def2-TZVPD",
  "symbols": ["C", "C", "C", "C", "N", "O", "H", "H", "H", "H", "H", "H", "H", "H", "H", "H"],
  "xyz": [[0.1196, 1.6992, -1.2992], [0.4491, 1.6793, 0.1554], [1.0371, -1.8547, -0.2607], [-1.8409, 0.7655, 0.1680], [-0.8141, 1.2296, -0.3627], [0.2277, -1.2986, 0.6843], [-0.3171, 2.5483, -1.6762], [0.5528, 1.0249, -1.9988], [1.0994, 0.8625, 0.6443], [0.4052, 2.5564, 0.6376], [0.3825, -1.7747, -1.3064], [1.3023, -2.9402, -0.1306], [1.9383, -1.3348, -0.5336], [-1.7804, 0.7513, 1.2654], [-2.7830, 0.4453, -0.2461], [0.5667, -1.7020, 1.5941]],
  "gap_ev": 9.74,
  "e_homo_ev": -14.3,
  "total_charge": 1,
  "lumo_ha": -0.16834
}

***

Record 5
{
  "formula": "C4H7NO2",
  "method": "ωB97M-V/def2-TZVPD",
  "symbols": ["N", "C", "O", "C", "C", "C", "O", "H", "H", "H", "H", "H", "H", "H"],
  "xyz": [[-0.7503, -1.3005, -1.9759], [-0.3983, -0.8033, -0.8026], [0.4676, -1.3435, -0.0459], [-0.8806, 0.3368, 0.0151], [0.1570, -0.1399, 1.0522], [1.3647, 1.1839, 1.2264], [0.7372, 2.2259, 1.6129], [-0.3293, -2.1619, -2.2992], [-1.3841, -0.8081, -2.5870], [-1.9532, 0.2620, 0.2324], [-0.6367, 1.3503, -0.3124], [-0.3207, -0.7376, 1.8474], [1.7540, 1.1760, 0.1629], [2.1727, 0.7599, 1.8736]],
  "gap_ev": 7.10,
  "e_homo_ev": -7.1,
  "lumo_ha": 0.00031
}

***

Record 6
{
  "formula": "C10H35N12O11",
  "method": "ωB97M-V/def2-TZVPD",
  "symbols": ["O", "C", "O", "O", "H", "C", "O", "H", "H", "H", "H", "C", "O", "N", "N", "H", "H", "H", "H", "C", "O", "N", "N", "H", "H", "H", "H", "C", "O", "N", "N", "H", "H", "H", "H", "C", "O", "N", "N", "H", "H", "H", "H", "C", "O", "N", "N", "H", "H", "H", "H", "C", "O", "N", "N", "H", "H", "H", "H", "C", "C", "O", "H", "H", "H", "H", "H", "H"],
  "xyz": [[-0.1159, 0.7591, -2.0203], [0.1088, 0.5208, -0.7419], [1.1703, 0.8838, -0.1756], [-0.7058, -0.1758, -0.0624], [0.7247, 1.1271, -2.3024], [2.7879, 0.6040, -3.7810], [1.9306, 1.6235, -3.9089], [3.7609, 0.8424, -4.2107], [3.0003, 0.3410, -2.7448], [2.3103, -0.2037, -4.3356], [1.3152, 1.3675, -4.5998], [-4.1918, 1.4712, 1.4393], [-5.2974, 1.8266, 1.0468], [-3.9138, 1.4270, 2.7196], [-3.1920, 1.3205, 0.6671], [-4.5343, 1.9215, 3.3445], [-3.1150, 0.8675, 2.9822], [-2.4125, 0.7352, 0.9316], [-3.3412, 1.4478, -0.3237], [4.1772, 3.0481, -0.0231], [5.2812, 3.4312, 0.2937], [3.0708, 3.6286, 0.1851], [4.0283, 1.9119, -0.4965], [2.2137, 3.1080, 0.0655], [3.1023, 4.6357, 0.1147], [4.7764, 1.2455, -0.6243], [3.0724, 1.6503, -0.6916], [-3.6105, -0.8609, -2.3124], [-4.6043, -1.3544, -2.7686], [-2.9183, 0.1566, -2.7740], [-2.8276, -1.4527, -1.4154], [-1.9441, 0.2084, -2.5126], [-3.2765, 0.7275, -3.5263], [-1.9924, -0.9915, -1.0842], [-3.0502, -2.3162, -0.9411], [1.2915, -2.9749, -2.6960], [2.3517, -2.3740, -2.5532], [0.1807, -2.6458, -2.1554], [1.1598, -4.0316, -3.4839], [-0.6536, -3.2015, -2.2788], [0.1800, -1.8166, -1.5788], [0.3470, -4.6265, -3.5583], [2.0068, -4.3879, -3.9032], [-1.6779, -1.7191, 3.3197], [-0.6896, -1.2152, 3.8578], [-2.5874, -2.2576, 4.0454], [-1.8330, -1.8663, 2.0451], [-2.3449, -2.3970, 5.0159], [-3.4232, -2.6303, 3.6180], [-1.2296, -1.4659, 1.3410], [-2.6703, -2.3532, 1.7586], [-0.2485, 2.4492, 2.9982], [0.2836, 1.3835, 3.2704], [-0.1398, 2.9574, 1.7933], [-1.0718, 3.0325, 3.8176], [-0.9492, 3.4191, 1.4035], [0.4469, 2.3569, 1.2318], [-1.4651, 3.9372, 3.6007], [-1.3176, 2.4908, 4.6339], [3.3128, -1.9154, 0.6306], [1.9337, -2.0756, 1.3136], [1.6222, -0.7965, 1.9207], [3.2498, -1.0845, -0.0721], [3.7787, -2.7966, 0.1895], [4.0451, -1.4649, 1.3005], [1.9005, -2.9302, 1.9893], [1.1494, -2.2181, 0.5703], [1.2737, -0.2645, 1.2016]],
  "gap_ev": 8.28,
  "e_homo_ev": -6.0,
  "total_charge": -1,
  "lumo_ha": 0.08402
}